Record 1
121
Properties=species:S:1:pos:R:3:forces:R:3:lowdin_charge:R:1 method="wB97M-V/def2-TZVPD" e_homo_ev=-8.19 e_tot_ha=-3715.7725 relative_energy_ev=0.665 orbital_gap_ev=9.8 total_charge=-1
N -63.11764 18.68516 4.52325 0.9 2.1 0.2 -0.467
O -63.54907 18.39527 5.70098 0.7 0.2 -2.6 -0.058
O -62.00939 18.22691 4.07990 -2.3 0.2 1.0 -0.056
O -63.69940 19.63610 3.82427 0.7 -2.5 1.6 -0.091
C -65.82195 16.72528 3.46376 3.0 -6.8 1.3 0.008
C -66.18037 15.69165 2.38519 -3.8 1.1 2.5 -0.349
C -67.06933 16.21446 1.19099 -2.2 2.0 2.2 -0.096
O -66.23388 16.16125 0.09566 0.7 -0.8 -1.0 0.083
C -65.10793 15.55495 0.43203 3.4 -0.9 -0.9 -0.518
O -64.15332 15.29633 -0.28110 -2.2 0.6 1.0 0.135
O -65.04089 15.28660 1.78357 1.2 -1.2 -2.0 0.058
H -65.50891 17.65880 3.32675 2.0 3.7 -1.5 0.012
H -65.01152 16.04854 4.22876 -2.0 2.3 -2.2 0.174
H -66.61415 16.80543 4.05903 -3.6 0.3 2.6 0.017
H -66.82630 14.89141 3.00978 1.9 1.1 -1.7 0.178
H -67.30773 17.36578 1.34648 0.0 -2.4 -0.2 0.170
H -68.03905 15.59435 1.06350 1.7 1.1 0.0 0.154
C -61.45146 14.98912 1.68101 5.3 -1.7 6.4 0.013
C -61.68537 14.93867 3.16839 -1.5 -4.1 0.3 -0.154
C -62.81514 13.83945 3.63487 5.3 1.0 -5.5 -0.060
O -62.11673 12.94098 4.39011 -4.5 -2.0 0.7 0.140
C -60.91794 13.23228 4.55436 7.3 -0.3 4.0 -0.595
O -60.13868 12.57748 5.30238 -2.5 2.0 -2.8 0.071
O -60.53032 14.40600 3.98976 -1.5 0.7 -1.4 0.076
H -60.69884 15.71432 1.64694 2.1 1.0 -0.3 0.089
H -62.04135 15.42433 1.10936 -6.8 3.3 -4.6 -0.020
H -61.07967 14.14000 1.28058 1.0 -2.9 -1.3 0.075
H -62.03987 15.88354 3.37720 0.0 2.2 1.8 0.090
H -63.09826 13.44922 2.68006 -0.1 -1.2 -0.6 0.127
H -63.63065 14.32481 3.84594 -4.5 2.1 3.4 0.042
C -63.10797 18.22700 0.82816 -0.3 1.4 2.4 0.003
C -64.15485 19.31140 0.70090 -0.7 -0.1 -2.4 -0.204
C -63.65597 20.55488 -0.00498 -4.9 0.2 -0.6 -0.040
O -64.09723 20.44343 -1.40692 1.7 0.9 1.3 0.107
C -65.02965 19.52514 -1.47379 -1.8 -0.9 -6.0 -0.594
O -65.62309 19.27581 -2.58539 1.9 0.8 4.7 0.039
O -65.17321 18.89480 -0.36077 -0.5 -1.5 2.8 0.085
H -63.61289 17.46748 1.37523 -0.1 -1.2 0.3 0.053
H -62.29236 18.56070 1.53374 -0.7 -0.1 -0.9 0.105
H -62.76071 17.86930 -0.09134 0.6 -0.4 -1.4 0.089
H -64.70323 19.47549 1.62617 0.1 0.0 -0.2 0.110
H -62.68599 20.58725 0.13920 4.9 0.6 -0.2 0.064
H -64.11828 21.45469 0.37117 0.0 0.4 0.2 0.127
C -63.58189 18.97171 9.92858 -0.2 2.1 -11.1 0.058
C -62.34996 19.90989 9.46604 0.8 -0.1 0.6 -0.257
C -62.32349 20.72873 8.16246 -1.0 -3.8 -0.5 -0.162
O -62.18221 22.02403 8.49251 0.5 2.7 0.3 0.081
C -62.13777 22.21778 9.82690 0.3 -2.2 0.2 -0.490
O -61.87912 23.23687 10.36858 -0.4 -0.3 0.2 0.178
O -62.31734 20.95310 10.41415 -0.4 3.1 1.3 0.033
H -63.86094 18.14692 9.05716 0.6 2.3 2.3 0.143
H -64.28711 19.70177 10.08099 -2.2 1.0 0.7 0.045
H -63.14694 18.56527 10.62693 3.3 -4.5 7.8 -0.034
H -61.32405 19.53589 9.68806 -0.8 -1.1 -0.8 0.148
H -63.24910 20.53074 7.66910 -0.8 0.3 -0.6 0.099
H -61.55652 20.32984 7.50901 0.5 0.4 -0.2 0.117
C -67.72514 18.19763 7.26465 -1.0 -0.5 -2.4 -0.003
C -66.47770 18.97460 6.79741 -3.3 2.6 3.2 -0.228
C -66.73963 20.21265 5.95886 -0.4 0.4 -1.9 -0.098
O -66.75210 21.32314 6.84375 0.1 -0.1 0.7 0.051
C -66.08288 20.97141 7.95595 1.4 2.8 2.1 -0.536
O -65.64290 21.80659 8.78298 -1.6 -3.1 -2.5 0.093
O -65.91603 19.65120 8.00429 0.3 -0.3 0.0 0.050
H -67.48970 17.23022 7.79630 -0.6 1.3 -0.6 0.081
H -68.41468 18.05971 6.34998 1.7 -1.1 0.4 0.111
H -68.54236 18.78935 7.64559 0.5 0.7 1.7 0.076
H -65.75765 18.33564 6.50751 2.6 -1.9 -1.5 0.076
H -67.71352 20.22807 5.44503 0.3 -0.3 0.2 0.141
H -65.96480 20.44307 5.20085 -0.2 -0.6 0.4 0.107
C -63.41938 15.19578 7.17751 2.3 -3.6 5.3 -0.016
C -64.65467 14.46811 7.53189 1.8 -3.0 1.5 -0.286
C -65.80432 15.09296 8.30315 0.5 0.7 -1.3 -0.075
O -66.84433 14.93958 7.39455 -3.7 1.4 0.5 0.062
C -66.58971 14.41932 6.22730 4.9 -0.9 3.3 -0.592
O -67.30335 14.18501 5.36060 -2.5 -0.3 -3.1 0.207
O -65.25289 14.03859 6.30633 -0.5 -0.1 -0.9 0.062
H -63.44618 16.02236 6.72552 -1.2 6.9 -3.7 -0.020
H -62.90241 14.56851 6.51837 1.1 -1.2 -0.7 0.071
H -62.70630 15.44815 8.07448 -1.5 -1.0 -1.3 0.136
H -64.15446 13.52898 8.06519 -1.9 1.4 -0.9 0.191
H -65.70857 16.13347 8.49696 0.7 1.3 -0.3 0.106
H -66.19165 14.78171 9.22556 0.2 -1.6 1.4 0.125
C -59.98330 22.82412 4.81066 5.6 -5.4 1.2 0.040
C -59.82977 22.23326 3.32794 -6.0 2.4 5.7 -0.264
C -60.58234 20.96046 3.03564 -5.7 6.2 2.1 -0.054
O -61.28971 21.47366 1.89533 -1.4 -1.0 -1.9 0.020
C -61.18692 22.84165 1.68596 -0.7 -0.8 -2.7 -0.534
O -61.72485 23.47152 0.78843 0.7 -1.7 2.3 0.152
O -60.27728 23.26636 2.50043 0.7 1.5 0.3 0.140
H -60.91944 23.07051 4.95454 -4.6 2.3 0.7 -0.006
H -59.13833 23.38778 5.26446 -0.9 0.6 -1.2 0.090
H -59.87537 21.93769 5.66110 -0.4 1.3 -2.3 0.126
H -58.92692 22.06423 3.19348 8.6 -1.1 -1.7 0.069
H -61.40470 20.77487 3.82462 1.5 -0.3 -1.1 0.139
H -59.92850 20.24313 2.92687 2.7 -4.3 -1.4 0.079
C -64.11671 22.58666 5.37958 -1.8 2.7 -1.5 -0.008
C -63.93510 22.84169 3.85802 -0.4 -2.4 0.9 -0.326
C -65.22486 22.46097 3.04331 1.1 -6.4 3.0 -0.126
O -65.28537 23.38373 2.08848 -2.8 0.0 -3.3 0.116
C -64.49911 24.34792 2.30362 3.5 7.9 0.2 -0.555
O -64.36552 25.45632 1.74762 -1.2 -4.0 0.7 0.108
O -63.76051 24.16476 3.44098 0.2 -0.2 0.0 0.089
H -64.06933 21.51335 5.51965 -1.1 -0.2 0.3 0.063
H -64.91430 23.35807 5.79034 0.8 -2.5 -0.6 0.154
H -63.27871 22.93745 5.86942 2.2 0.8 1.0 0.034
H -63.06421 22.17726 3.59188 -0.7 0.8 -0.3 0.126
H -66.11917 22.39344 3.82316 1.4 0.4 -2.1 0.163
H -64.99162 21.33246 2.50967 -1.2 3.1 1.7 0.168
C -60.44264 17.36720 7.40976 3.3 -2.2 -0.8 0.026
C -59.48351 17.03430 6.21469 -0.7 -2.9 0.6 -0.308
C -59.12500 18.18539 5.38389 0.8 -0.6 -3.3 -0.095
O -57.67636 18.20482 5.41546 -0.8 2.0 -0.3 0.090
C -57.26452 17.26729 6.23065 3.0 -2.0 -0.4 -0.646
O -56.11531 16.94837 6.39892 0.0 0.9 0.2 0.131
O -58.23825 16.52324 6.66225 -0.7 -0.4 1.9 0.108
H -60.68466 16.39570 7.85094 -0.2 0.6 0.4 0.084
H -61.18828 17.81427 6.90539 -3.5 1.2 -1.3 0.009
H -60.03741 18.13856 8.06522 0.5 -0.5 0.2 0.091
H -59.69696 16.17901 5.47709 -1.4 1.1 1.6 0.171
H -59.54113 19.09375 5.79762 -0.1 0.5 -0.7 0.122
H -59.35915 17.79900 4.29633 -0.1 2.1 1.9 0.171

Record 2
117
Properties=species:S:1:pos:R:3:forces:R:3:lowdin_charge:R:1 method="wB97M-V/def2-TZVPD" e_homo_ev=-10.56 smiles="C[C@H]1COC(=O)O1.C[C@H]1COC(=O)O1.C[C@H]1COC(=O)O1.C[C@H]1COC(=O)O1.C[C@H]1COC(=O)O1.C[C@H]1COC(=O)O1.C[C@H]1COC(=O)O1.C[C@H]1COC(=O)O1.C[C@H]1COC(=O)O1" e_tot_ha=-3435.5901 relative_energy_ev=6.081 orbital_gap_ev=10.1
C -4.17381 -1.45637 0.27502 0.6 2.4 -3.3 -0.041
C -4.41388 -2.24498 1.42416 0.0 -1.9 1.4 -0.309
C -4.91855 -1.43474 2.62432 1.2 -0.7 -1.2 -0.102
O -6.22241 -1.85312 2.64224 -2.8 1.7 2.9 0.090
C -6.50703 -2.92448 1.96483 -0.9 -1.2 -1.2 -0.622
O -7.53562 -3.53288 1.98114 0.1 0.2 0.3 0.158
O -5.49597 -3.19645 1.15834 1.8 -0.3 -0.3 0.114
H -3.39549 -0.73569 0.52592 0.0 0.2 -0.2 0.081
H -5.03400 -0.90204 -0.10031 -0.3 0.3 0.6 0.104
H -3.88850 -1.93595 -0.66130 0.4 -0.7 0.3 0.100
H -3.50879 -2.77724 1.71675 -0.2 -0.4 -0.1 0.152
H -4.89462 -0.36849 2.39927 0.3 -0.1 0.5 0.114
H -4.37479 -1.76617 3.50896 -0.2 0.6 0.3 0.142
C -0.23795 -1.01789 -0.87011 0.1 0.6 -1.2 -0.005
C 0.25342 -1.21754 0.51800 0.1 0.7 0.6 -0.251
C 0.71110 0.08542 1.12023 2.2 1.6 -0.4 -0.143
O -0.39091 0.56541 1.76796 -0.5 2.7 0.9 0.071
C -1.22890 -0.38012 2.07010 -1.1 0.8 0.1 -0.594
O -2.17021 -0.15448 2.77837 -0.1 -1.3 -0.1 0.159
O -0.89537 -1.46076 1.38083 -0.1 -2.5 0.1 0.104
H -0.68452 -1.86639 -1.38850 0.0 -0.1 0.4 0.087
H 0.58580 -0.65300 -1.48363 0.3 -0.2 -0.1 0.094
H -0.93187 -0.17750 -0.88795 -0.3 -0.2 0.1 0.080
H 1.08067 -1.92245 0.60076 -0.6 -0.7 0.3 0.150
H 1.01998 0.86900 0.42836 0.1 -0.4 -0.6 0.116
H 1.51182 0.15490 1.85652 0.4 -1.2 0.0 0.127
C 3.15216 -3.94432 -1.83369 -0.7 0.5 0.1 -0.010
C 4.36045 -4.66212 -1.31019 -2.1 -0.1 -1.4 -0.325
C 4.54233 -6.16466 -1.82352 -1.8 3.6 2.3 -0.055
O 5.95174 -6.18604 -1.70175 -0.2 -1.6 -0.1 0.094
C 6.41731 -4.93041 -1.80504 7.2 0.3 -2.2 -0.561
O 7.62198 -4.63050 -2.00050 -4.0 -1.6 1.2 0.107
O 5.48559 -4.05445 -1.86593 -0.9 1.8 0.7 0.111
H 2.29843 -4.62130 -1.80298 -0.1 0.0 -0.5 0.066
H 3.38381 -3.47781 -2.79119 -0.3 -0.6 -0.3 0.111
H 2.81356 -3.09875 -1.23498 0.4 0.1 0.4 0.071
H 4.34103 -4.52721 -0.22875 0.5 -0.7 0.2 0.144
H 4.03638 -6.31368 -2.77741 1.0 -0.1 -0.5 0.132
H 3.88088 -6.59417 -1.07113 1.1 -1.5 0.2 0.135
C -0.98947 3.30043 3.79706 -0.9 -0.5 -0.2 -0.018
C 0.56372 3.13587 3.78754 -3.5 -1.6 -0.4 -0.305
C 1.40659 3.83177 2.70986 -0.8 0.8 1.2 -0.027
O 2.31473 4.55839 3.56748 0.4 0.5 -1.4 0.077
C 1.90759 4.56426 4.82046 3.0 0.4 4.0 -0.533
O 2.53245 5.13042 5.73675 -2.4 -1.3 -2.8 0.099
O 0.92873 3.65807 5.01594 1.3 1.5 1.0 0.086
H -1.42881 4.19695 4.23445 0.8 1.0 -0.9 0.093
H -1.51122 2.66676 4.51423 0.9 -1.0 0.3 0.079
H -1.49861 2.98347 2.88689 0.4 0.5 -0.4 0.056
H 0.66397 2.05276 3.85776 0.7 -0.1 -0.3 0.139
H 0.78356 4.58126 2.22181 0.1 -0.1 -0.4 0.132
H 1.94861 3.22787 1.98211 0.0 0.0 0.3 0.120
C 2.48629 5.58525 -4.40878 0.8 0.5 1.0 -0.016
C 2.16237 4.21384 -3.84090 -1.2 -0.5 -3.7 -0.362
C 3.35975 3.25384 -3.85988 -1.2 -0.2 0.7 -0.042
O 3.45976 2.96316 -2.46813 2.0 0.4 1.2 0.070
C 2.46568 3.44900 -1.75614 -1.1 -0.9 1.9 -0.511
O 2.22405 3.17692 -0.58219 0.6 1.0 -2.6 0.112
O 1.65148 4.18085 -2.56424 -0.1 0.3 2.0 0.079
H 1.77909 6.40832 -4.30619 -0.5 -0.5 0.4 0.086
H 2.70347 5.56838 -5.47679 0.3 -0.4 0.1 0.094
H 3.35681 5.88875 -3.82725 0.4 0.5 -0.4 0.092
H 1.39854 3.79334 -4.49500 -0.3 -0.2 0.0 0.150
H 4.16589 3.78974 -4.36092 0.7 -0.6 0.6 0.135
H 3.18900 2.22422 -4.17424 -0.1 0.5 -1.3 0.146
C -6.53346 2.02250 3.82473 -1.1 -0.2 0.1 -0.013
C -5.86018 2.70242 2.66077 0.8 1.6 3.5 -0.338
C -4.33530 2.44087 2.63596 -1.2 0.4 1.8 -0.137
O -4.21931 1.90141 1.40237 1.0 -1.7 -4.4 0.043
C -5.35182 1.96814 0.66015 -1.2 0.5 -4.7 -0.466
O -5.52137 1.83768 -0.59042 1.7 -0.2 5.2 0.080
O -6.37612 2.34887 1.43334 0.2 -0.6 -0.8 0.123
H -6.63401 0.94577 3.68819 0.4 -0.1 0.0 0.083
H -7.56095 2.36825 3.93797 -0.1 0.1 -0.1 0.087
H -6.05450 2.23377 4.78080 0.3 0.0 -0.2 0.094
H -5.93561 3.77990 2.80720 -0.5 0.1 -0.3 0.156
H -4.01910 1.72774 3.39724 0.0 -0.1 0.0 0.125
H -3.72900 3.34052 2.74149 -0.1 0.1 -0.2 0.125
C -0.89901 -6.05226 -2.21000 -0.6 0.5 0.0 -0.007
C -0.42882 -5.29092 -3.41809 -0.7 0.3 0.4 -0.381
C 0.90912 -5.64720 -3.97986 0.8 1.9 1.6 -0.148
O 0.66482 -6.50371 -5.03784 0.1 -1.2 -1.2 0.102
C -0.62189 -6.33681 -5.43078 -1.9 -0.5 0.3 -0.516
O -1.26171 -6.83912 -6.31244 1.8 0.4 0.5 0.172
O -1.21521 -5.52644 -4.52701 -1.9 -0.1 -1.5 0.085
H -1.85305 -5.58624 -1.96358 -0.1 -0.2 0.4 0.091
H -0.18451 -5.81601 -1.42149 -0.1 -0.4 0.3 0.082
H -1.10647 -7.11234 -2.35599 0.5 0.0 0.0 0.102
H -0.62851 -4.24292 -3.19468 0.9 0.3 0.1 0.152
H 1.46474 -6.03358 -3.12541 0.6 -0.7 -0.8 0.112
H 1.34071 -4.71326 -4.33987 0.6 -0.2 -0.1 0.140
C -0.96687 2.54402 -0.99496 1.0 0.5 -0.9 0.005
C -0.86542 4.06606 -0.82106 0.3 -1.7 1.4 -0.309
C -1.68068 4.81686 -1.81083 -0.3 0.3 -0.7 -0.077
O -2.36338 5.75126 -0.97047 -1.0 1.5 -1.7 0.092
C -2.32850 5.40605 0.31225 -0.1 0.3 0.5 -0.583
O -2.89246 5.94349 1.22992 0.3 -0.5 -0.9 0.145
O -1.52086 4.36720 0.39311 -0.2 -0.8 2.4 0.068
H -0.34358 1.94868 -0.32775 -0.1 0.5 0.1 0.047
H -0.56030 2.43305 -2.00019 0.1 -0.6 -0.2 0.091
H -1.97612 2.13233 -0.99029 -0.2 0.5 0.1 0.100
H 0.14427 4.41580 -0.60587 0.1 -0.2 -0.9 0.137
H -2.35308 4.14235 -2.34092 -0.6 0.0 0.4 0.137
H -1.17257 5.30465 -2.64269 0.4 0.5 0.6 0.136
C 4.15274 -1.32836 2.93620 1.0 0.2 -1.0 0.007
C 4.88367 -0.70862 1.71771 -1.9 -0.3 0.9 -0.301
C 5.35878 -1.72774 0.74522 3.5 -0.9 2.1 -0.144
O 5.11881 -1.21521 -0.50684 0.9 -0.2 -2.3 0.104
C 4.23337 -0.24551 -0.44442 -4.2 0.5 -2.0 -0.468
O 3.58093 0.24371 -1.40399 2.9 -1.6 3.8 0.099
O 3.89487 -0.15041 0.87370 -1.6 2.7 -0.8 0.044
H 3.45489 -0.62091 3.38410 0.1 -0.1 0.0 0.084
H 4.89754 -1.64651 3.66569 -0.1 0.0 0.1 0.091
H 3.66764 -2.21797 2.53448 -0.4 0.1 0.4 0.080
H 5.58275 0.07551 2.00845 0.2 -0.1 -0.1 0.164
H 5.00264 -2.73670 0.95320 -0.7 0.1 -0.5 0.126
H 6.43171 -1.78448 0.92881 0.3 -0.4 -0.6 0.151